# 1
133
Properties=species:S:1:pos:R:3:forces:R:3 method="wB97M-V/def2-TZVPD" charge=0 orbital_gap_ev=10.50 largest_force_ev_per_a=6.4 lumo_ev=-0.180 smiles="C[C@H]1COC(=O)O1.C[C@H]1COC(=O)O1.C[C@H]1COC(=O)O1.C[C@H]1COC(=O)O1.C[C@H]1COC(=O)O1.C[C@H]1COC(=O)O1.O=S1(=O)OCCO1.O=S1(=O)OCCO1.O=S1(=O)OCCO1.O=S1(=O)OCCO1.O=S1(=O)OCCO1" total_energy_ev=-168135.729 e_homo_ev=-10.679 de_lowest_ev=8.107
C -3.84482 -3.19773 -0.30341 0.4 0.1 1.0
C -3.42154 -4.55172 0.22593 2.9 -1.0 -2.2
C -2.25726 -4.71471 1.26561 -0.2 3.1 -0.9
O -2.79347 -5.42738 2.30975 -2.4 -1.2 0.5
C -4.13716 -5.63249 1.99641 -1.9 -2.9 4.0
O -4.96686 -6.19035 2.71531 2.7 1.4 -1.1
O -4.44901 -5.24043 0.80825 -1.5 0.2 -0.4
H -4.93414 -3.16277 -0.31979 0.1 -0.1 -0.5
H -3.36375 -2.98741 -1.25863 -0.3 0.1 0.0
H -3.55863 -2.43214 0.41774 0.1 0.3 0.0
H -3.05984 -5.18375 -0.58512 -0.4 0.2 -0.7
H -2.13636 -3.67982 1.58573 0.9 0.1 0.4
H -1.31316 -5.13358 0.91727 -0.3 -0.1 -0.2
C 2.73892 1.54214 -6.22475 -0.2 0.3 0.4
C 2.63560 -0.00281 -6.20999 2.3 1.5 -0.3
C 3.06437 -0.62521 -4.90222 1.6 0.5 0.2
O 1.90640 -0.35943 -4.11957 -1.0 -1.1 -0.1
C 0.85289 -0.57899 -5.00212 -3.4 0.6 2.7
O -0.33452 -0.74166 -4.68269 4.3 0.5 -1.2
O 1.34172 -0.44964 -6.22109 -3.0 -0.7 -1.7
H 2.18197 2.01214 -7.03530 0.0 -0.4 -0.2
H 3.76136 1.91610 -6.27834 0.2 -0.5 -0.3
H 2.36837 2.02657 -5.32136 -0.3 -0.4 0.2
H 3.09722 -0.35553 -7.13227 0.2 -0.4 0.3
H 3.96215 -0.20177 -4.45188 -0.3 0.5 0.1
H 3.29735 -1.68772 -4.97206 -0.5 -0.3 -0.1
C 0.66427 4.34795 -3.89593 -0.6 -1.3 -0.5
C -0.72460 4.03842 -3.26232 1.4 1.3 0.4
C -1.59140 5.25190 -2.86601 0.8 -1.3 -0.5
O -2.70829 5.06976 -3.73588 -1.9 2.4 1.3
C -2.64884 4.06129 -4.55779 0.7 -0.5 -4.1
O -3.29809 3.94057 -5.62860 2.2 -0.2 4.7
O -1.52813 3.33826 -4.18155 -0.9 -1.0 -1.2
H 1.35006 5.06839 -3.45012 -0.5 0.1 0.4
H 0.57097 4.55161 -4.96266 -0.2 0.3 0.0
H 1.12809 3.36296 -3.84325 0.5 0.1 -0.1
H -0.50040 3.42406 -2.39032 -0.5 -0.2 0.0
H -1.11467 6.20906 -3.07736 -0.2 0.0 -0.1
H -1.78293 5.14681 -1.79813 -0.9 0.3 -0.2
C 2.26163 -3.43269 0.17460 -1.9 0.0 -0.1
C 3.64371 -3.02704 0.49479 -0.5 -0.3 0.9
C 4.39670 -3.90989 1.43917 -0.6 -0.5 1.1
O 5.66943 -4.18505 0.77980 -1.7 0.0 1.6
C 5.52456 -3.75979 -0.46945 5.7 0.6 -3.0
O 6.49675 -3.82820 -1.28165 -4.4 0.0 2.6
O 4.39484 -3.09898 -0.64211 1.1 0.4 -3.0
H 2.03041 -4.49080 0.05203 0.7 -0.3 0.4
H 1.93693 -3.05924 -0.79659 0.1 0.6 0.1
H 1.60989 -3.04715 0.95863 -0.3 0.0 -0.1
H 3.69189 -2.05186 0.97936 -0.2 0.6 -0.9
H 3.82845 -4.80811 1.68082 0.5 -0.4 -0.3
H 4.35797 -3.28811 2.33360 1.5 -0.6 0.5
C -2.52601 0.40188 6.19390 2.0 -0.2 1.8
C -3.23234 -0.27293 5.09252 0.0 0.5 0.4
C -3.96764 -1.57480 5.44117 -1.4 1.4 0.2
O -5.14979 -1.35383 4.65646 -1.6 0.1 -1.6
C -5.40615 0.01827 4.47295 -0.8 -0.8 0.5
O -6.44666 0.55348 4.17055 1.5 -1.5 0.1
O -4.30020 0.66715 4.79448 0.2 -0.1 -0.3
H -2.83272 0.09012 7.19232 -1.0 0.4 0.0
H -2.51643 1.48644 6.08556 -0.1 -0.1 0.1
H -1.48852 0.08805 6.30888 0.4 0.0 -0.7
H -2.60708 -0.29375 4.19993 -0.1 -0.6 -0.2
H -4.43948 -1.62361 6.42254 0.8 0.6 0.7
H -3.48951 -2.55273 5.38526 0.1 0.2 -1.3
C -4.55051 2.88087 1.97523 2.0 0.6 1.1
C -3.99909 4.30038 1.52296 -0.1 -4.5 -0.9
C -5.05003 5.16877 0.94093 0.2 -2.1 0.2
O -4.94861 6.27309 1.78533 -3.7 2.1 -2.7
C -3.99846 6.21688 2.63340 2.0 2.5 3.0
O -3.74024 7.13696 3.40099 -0.1 -2.3 -1.3
O -3.36587 5.05306 2.50652 1.4 -0.7 1.0
H -5.05046 2.89035 2.94375 -0.9 0.2 -0.4
H -3.70839 2.23411 2.22151 0.6 0.3 0.1
H -4.96166 2.26616 1.17448 -0.8 0.7 -0.1
H -3.36526 4.00117 0.68819 1.0 0.4 0.5
H -5.95139 4.56688 1.05670 -0.7 1.1 -0.1
H -4.73303 5.18164 -0.10187 -0.8 1.7 -0.2
O 1.71360 4.59421 6.52047 -0.7 -2.8 -3.0
S 1.57114 3.64278 5.39409 0.5 0.5 -0.2
O 2.77874 2.83425 4.98433 -4.0 2.3 0.9
O 0.18155 2.68332 5.49453 1.6 1.2 0.0
C -0.13851 2.40886 4.08803 0.7 -1.9 1.0
C 0.02602 3.64190 3.28128 -0.8 1.6 0.3
O 0.80996 4.47011 4.11872 3.2 0.2 1.5
H 0.68471 1.74576 3.82210 -0.5 -0.6 -0.5
H -1.11509 1.92564 4.05863 0.2 0.1 0.0
H -0.85495 4.27666 3.18612 -0.4 -0.5 -0.2
H 0.44701 3.47829 2.28926 0.3 -0.1 0.2
O 3.38408 1.93357 -1.85449 3.6 0.9 0.8
S 4.80761 2.04683 -1.48797 1.1 1.5 -1.4
O 5.35563 1.19553 -0.46323 -0.6 0.9 -1.1
O 5.71258 2.04522 -2.86012 -2.2 -2.1 -0.5
C 6.94776 2.71194 -2.78087 0.5 -1.8 -0.1
C 6.74001 3.79654 -1.79552 -0.2 1.1 -0.4
O 5.40765 3.62976 -1.27779 -1.1 -0.9 1.4
H 7.67788 1.99193 -2.41127 0.2 0.0 -0.2
H 7.23652 3.03958 -3.77956 -0.2 0.0 0.1
H 6.75136 4.73185 -2.35514 -0.3 0.3 0.5
H 7.59291 3.77678 -1.11710 -0.7 0.2 0.8
O -1.95588 0.65754 1.70621 1.6 0.9 -3.2
S -1.35119 1.00087 0.39526 1.3 -2.3 0.7
O -1.66671 2.29385 -0.20018 0.6 -2.5 0.7
O 0.32178 0.73949 0.47268 -1.8 2.4 2.0
C 0.82668 -0.20271 -0.41182 -1.0 -1.1 -2.0
C -0.38742 -1.18067 -0.58432 2.3 -0.1 -0.1
O -1.48023 -0.29503 -0.68311 -1.5 2.0 1.0
H 1.04238 0.27727 -1.36639 -0.3 0.1 -0.3
H 1.80337 -0.60640 -0.14498 -0.4 -0.2 1.0
H -0.44980 -1.90054 0.23177 -0.4 0.4 0.3
H -0.27408 -1.76801 -1.49552 -0.4 0.4 -0.3
O 1.68748 -1.15388 2.90737 -0.8 -1.2 1.0
S 0.56904 -1.90312 3.43152 -0.5 -1.1 0.1
O -0.65772 -1.83274 2.63735 2.1 -0.7 2.1
O 0.95133 -3.53509 3.80477 -1.3 1.7 -3.3
C 1.44064 -3.64735 5.08461 1.3 1.3 0.9
C 0.61326 -2.67290 5.91157 -0.5 -1.7 -0.3
O 0.34821 -1.58500 5.00781 0.1 0.8 -0.6
H 1.46217 -4.69837 5.37270 -0.2 0.2 0.1
H 2.43559 -3.20227 5.09266 0.6 -0.5 0.1
H 1.17529 -2.42527 6.81208 -0.3 0.8 -0.2
H -0.32918 -3.16923 6.14300 -0.2 0.4 0.3
O 0.07378 -3.30500 -3.53691 -1.5 -3.1 -2.2
S -0.57331 -4.36129 -4.38326 0.3 3.5 0.3
O -1.59801 -5.18538 -3.74157 2.2 1.4 -2.1
O -1.03907 -3.61899 -5.85068 -0.2 0.1 1.7
C -0.03244 -3.69207 -6.87682 0.2 -1.8 0.0
C 1.12027 -4.56292 -6.29064 -0.3 1.2 0.6
O 0.49668 -5.17678 -5.19213 -0.3 -2.7 2.1
H -0.45639 -4.33500 -7.64818 -0.3 0.4 -0.2
H 0.29982 -2.75903 -7.33194 -0.3 0.3 0.7
H 1.93793 -4.02389 -5.81210 0.3 0.3 -0.8
H 1.45618 -5.35951 -6.95449 0.0 0.2 0.1

***

# 2
17
Properties=species:S:1:pos:R:3:forces:R:3 method="wB97M-V/def2-TZVPD" charge=0 orbital_gap_ev=10.20 largest_force_ev_per_a=0.5 lumo_ev=1.039 smiles="C#CC(=C)C.C=C" total_energy_ev=-7417.777 e_homo_ev=-9.165 de_lowest_ev=3.258
C 2.41193 -0.16979 -1.12736 -0.4 0.2 0.1
C 1.37870 0.41456 -0.91171 0.4 -0.2 -0.1
C 0.13064 1.08690 -0.64324 0.0 0.0 0.0
C 0.11248 2.18121 0.11792 -0.1 0.0 0.0
C -1.11193 0.45589 -1.21067 -0.1 0.0 -0.1
H 3.33782 -0.67009 -1.30802 -0.2 0.1 0.0
H -0.82127 2.69088 0.33156 0.1 -0.1 0.0
H 1.01878 2.58185 0.55094 0.0 0.0 -0.1
H -1.15648 -0.58207 -0.88331 -0.1 0.0 -0.1
H -1.11272 0.45810 -2.30363 0.1 0.1 0.1
H -2.00789 0.96815 -0.85154 0.1 0.0 -0.1
C -0.55393 -2.07198 0.98557 0.1 0.1 0.1
C -0.16862 -1.08276 1.78353 -0.1 -0.1 -0.1
H -1.55989 -2.48414 1.01409 0.1 0.1 0.1
H 0.11688 -2.48443 0.23531 0.0 0.0 0.2
H -0.84686 -0.62815 2.50103 0.1 -0.1 0.0
H 0.83237 -0.66415 1.71954 -0.1 -0.1 0.0

***

# 3
57
Properties=species:S:1:pos:R:3:forces:R:3 method="wB97M-V/def2-TZVPD" charge=-1 orbital_gap_ev=5.58 largest_force_ev_per_a=2.4 lumo_ev=1.786 total_energy_ev=-68683.325 e_homo_ev=-3.793
O 0.62434 0.23038 -4.20883 -0.3 0.4 -2.3
C 0.33819 1.48307 -4.93348 0.0 0.5 0.8
C 0.19458 0.85180 -6.29739 0.3 -0.2 1.1
H 1.16516 2.18558 -4.82656 -0.1 0.1 0.2
H -0.60037 1.92968 -4.60070 0.3 0.0 0.1
C 0.39275 -0.45266 -5.48473 0.0 -0.5 -0.8
H 1.01887 1.12886 -6.94610 -0.2 -0.2 -0.4
H -0.80895 1.01133 -6.68933 0.3 -0.2 -0.4
C 1.59029 -1.27722 -5.88175 0.0 -0.2 0.0
H 2.51834 -0.71331 -5.81854 0.0 0.1 0.0
H 1.46701 -1.62145 -6.90919 0.0 -0.1 0.0
H 1.66434 -2.14328 -5.22493 0.1 -0.1 0.0
C -0.86735 -1.28539 -5.47527 -0.1 -0.2 0.1
H -1.73662 -0.71507 -5.14571 0.1 0.1 0.1
H -0.74595 -2.15934 -4.83395 -0.1 0.0 0.1
H -1.07036 -1.62795 -6.49116 0.0 -0.1 0.0
Ba 0.60615 0.26329 2.46193 -1.3 -0.9 1.1
C -2.34857 -0.55405 3.93418 0.0 0.6 -0.3
C -2.40433 0.85300 4.15562 -0.1 -0.4 -0.7
C -2.55290 1.49174 2.89035 0.0 -0.6 0.0
H -2.40935 1.34499 5.12436 0.2 -0.1 -0.2
C -2.60856 0.47362 1.89046 0.1 0.1 0.5
C -2.46127 -0.78537 2.53692 -0.1 0.2 0.0
H -2.50358 -1.76642 2.05540 0.0 0.3 0.2
H -2.31549 -1.32701 4.70210 0.2 0.2 -0.2
H -2.68297 2.56145 2.71571 0.1 -0.3 0.1
H -2.81843 0.63128 0.83307 0.1 0.0 0.2
C 1.39152 -2.33741 4.29222 0.0 0.0 -0.7
C 0.37357 -2.72619 3.37720 0.6 -0.1 -0.1
C 0.92097 -2.68791 2.06300 0.3 0.0 0.3
H -0.62767 -3.06539 3.64143 0.3 0.2 -0.1
C 2.27813 -2.25339 2.16589 -0.2 0.0 0.3
C 2.56119 -2.02085 3.54538 -0.5 -0.3 -0.3
H 3.51953 -1.72743 3.96815 -0.2 0.0 -0.1
H 1.31650 -2.35730 5.37776 0.0 0.2 -0.3
H 0.41207 -3.00432 1.14900 0.1 0.2 0.3
H 2.99312 -2.18069 1.34403 -0.2 0.0 0.2
O 0.04846 1.05425 0.02223 -0.2 0.0 -0.8
C -0.46238 -0.10704 -0.74149 0.2 0.7 0.3
C -1.14725 0.50805 -1.94130 -0.2 0.9 0.2
H -1.15356 -0.68753 -0.12017 0.2 0.3 0.2
H 0.39434 -0.74508 -1.00909 -0.2 0.2 -0.1
C -0.27109 1.74877 -2.19824 1.1 -0.3 -0.2
H -2.15889 0.84870 -1.70335 0.0 -0.2 0.3
H -1.22046 -0.19389 -2.76583 0.2 0.2 -0.2
C 0.23157 2.21704 -0.84734 -0.6 -0.5 0.7
H -0.68254 2.55307 -2.81804 -0.2 -0.2 0.5
H 0.64673 1.39516 -2.66060 -0.3 0.1 -0.2
H -0.35977 3.08201 -0.49242 0.3 -0.5 0.4
H 1.31697 2.44612 -0.83992 -0.7 0.1 -0.1
Cl 1.24780 1.75636 8.29759 0.1 0.1 0.2
C 1.31972 1.07384 6.68796 -0.6 0.0 -1.0
Cl 2.87606 0.25183 6.42457 -0.1 -0.2 0.2
Cl -0.07054 -0.05490 6.48838 0.6 0.2 0.2
C 1.22976 2.18314 5.52402 0.0 -0.1 -0.3
O 1.33911 3.34357 5.87916 -0.1 -0.4 -0.3
O 1.09207 1.67582 4.35734 0.5 0.9 1.5

***

# 4
14
Properties=species:S:1:pos:R:3:forces:R:3 method="wB97M-V/def2-TZVPD" charge=0 orbital_gap_ev=10.82 largest_force_ev_per_a=0.5 lumo_ev=0.987 smiles="C[C@H]1C[C@H]1C=O" total_energy_ev=-7360.980 e_homo_ev=-9.832 de_lowest_ev=1.276
C 0.34426 0.50363 -1.48517 -0.1 0.1 0.0
C 0.78132 -0.28289 -0.27091 0.1 0.0 -0.1
C 0.80301 0.32433 1.10125 0.1 0.1 0.1
C -0.21652 -0.72754 0.77669 -0.1 -0.1 0.0
C -1.65727 -0.33371 0.64739 -0.2 -0.2 -0.3
O -2.46415 -0.94625 -0.01073 0.3 0.2 0.3
H -0.35682 1.30195 -1.21903 0.1 -0.1 0.0
H 1.20647 0.97158 -1.97409 -0.1 -0.1 0.1
H -0.15801 -0.14559 -2.21132 0.1 0.1 0.1
H 1.56795 -1.00649 -0.47868 -0.2 0.1 0.1
H 0.43833 1.34771 1.18987 0.0 -0.2 0.0
H 1.61298 0.07938 1.78016 -0.1 0.0 -0.1
H -0.07781 -1.73014 1.17699 -0.1 0.2 -0.1
H -1.96633 0.57256 1.21444 0.0 0.0 -0.1

***

# 5
12
Properties=species:S:1:pos:R:3:forces:R:3 method="wB97M-V/def2-TZVPD" charge=0 orbital_gap_ev=11.39 largest_force_ev_per_a=1.7 lumo_ev=0.828 smiles=C#CC(C)(O)O total_energy_ev=-8338.038 e_homo_ev=-10.559 de_lowest_ev=2.423
C 2.42004 -0.25047 0.01105 -0.7 0.0 -0.1
C 1.22185 -0.28641 -0.01150 -1.0 -0.2 0.6
C -0.30676 -0.33301 0.04845 1.4 0.8 -0.3
C -0.82752 1.10396 0.19581 0.0 -0.4 0.0
O -0.70046 -1.12767 1.11482 0.0 -0.2 0.2
O -0.77230 -0.92369 -1.14174 0.2 0.1 -0.5
H 3.47013 -0.22399 0.05391 0.5 0.0 -0.1
H -0.44058 1.72759 -0.60602 0.0 0.0 -0.1
H -1.91538 1.09279 0.14964 0.0 0.0 0.0
H -0.50757 1.50584 1.15299 0.0 0.0 0.1
H -1.52300 -1.56576 0.86424 0.0 0.0 -0.1
H -0.11845 -0.71917 -1.83165 -0.5 -0.2 0.2